Record 1
17
Properties=species:S:1:pos:R:3:mulliken_charge:R:1 method="wB97M-V/def2-TZVPD" charge=0 e_homo_ha=-0.3586 smiles=CO[C@H]1CO[C@H]1C orbital_gap_ev=10.80 total_energy_ev=-9440.51826 de_lowest_ev=2.525
C 2.0766 1.0254 -0.2618 -0.708
O 0.6716 0.9598 -0.3115 -0.338
C 0.2331 -0.3605 -0.4782 -0.072
C 0.4634 -1.2713 0.7400 -0.442
O -0.9028 -1.1463 1.1421 -0.459
C -1.2544 -0.5479 -0.1204 0.280
C -2.1626 0.6486 0.0288 -1.334
H 2.4658 0.3924 0.5474 0.279
H 2.5370 0.6945 -1.2063 0.287
H 2.3506 2.0626 -0.0627 0.241
H 0.5633 -0.7507 -1.4534 0.406
H 1.1491 -0.9143 1.5169 0.350
H 0.7306 -2.3030 0.4721 0.214
H -1.7194 -1.3074 -0.7670 0.310
H -2.5479 0.9732 -0.9436 0.344
H -3.0147 0.3635 0.6545 0.339
H -1.6392 1.4814 0.5030 0.302



Record 2
27
Properties=species:S:1:pos:R:3:mulliken_charge:R:1 method="wB97M-V/def2-TZVPD" charge=+1 e_homo_ha=-0.4576 smiles="CC1=CN(C)N=C2OC1=[NH+]C[C@@H]2C" orbital_gap_ev=7.80 total_energy_ev=-16066.67538 de_lowest_ev=3.078
C 1.6341 -0.7304 0.2311 0.017
C 0.5057 -1.5877 0.1193 0.314
C -0.7324 -1.1796 0.7254 0.272
C -0.3539 1.1526 0.7863 0.277
C -2.6969 0.1204 0.3603 -0.713
C -1.6386 1.3789 0.2204 0.451
C 0.8920 -3.0125 -0.5130 -1.392
C -1.4855 1.8383 -1.2385 -1.471
C 3.1008 1.1194 0.5485 -1.056
N 0.7640 1.7269 0.4524 -0.625
N 1.7721 0.6160 0.3897 0.294
N -1.9869 -1.1056 0.3274 -0.093
O -0.3728 -0.0150 1.5441 -0.402
H 2.5822 -1.1206 -0.0355 0.357
H -2.9391 0.3224 1.4117 0.335
H -3.5609 0.1200 -0.3719 0.378
H -2.0776 2.2284 0.8114 0.310
H 0.1707 -3.8373 -0.3525 0.387
H 1.1227 -2.9058 -1.5914 0.345
H 1.9386 -3.2542 -0.1275 0.360
H -0.6455 2.5388 -1.4453 0.375
H -2.4140 2.3859 -1.5505 0.384
H -1.5127 1.0016 -1.8817 0.388
H 3.0035 2.2610 0.2798 0.330
H 3.3997 1.0657 1.5068 0.373
H 3.7327 0.7200 -0.1557 0.442
H -2.2021 -1.8473 -0.4509 0.364



Among the records above, which one has the lowest charge? C5H10O2